# 1
14
Properties=species:S:1:pos:R:3:nbo_charge:R:1 method="wB97M-V/def2-TZVPD" energy_ev=-9844.252 charge=0 homo_ev=-9.9 lumo_ev=0.776
O -0.62284 -0.66839 1.37663 -0.5211
O 1.06624 0.60268 0.95331 -0.4866
N -2.43386 0.82979 1.20670 -0.6275
C 1.02526 -1.17624 -1.78756 -0.8577
C 0.72262 -0.63244 1.27758 0.4955
C -0.06592 1.47909 0.79003 -0.1884
C -1.20933 0.57524 1.12797 0.5069
H 0.01122 2.32617 1.47661 0.2325
H 0.89514 -2.01298 -2.47729 0.2164
H 1.21928 -1.57016 -0.78435 0.2245
H -2.94997 -0.00566 1.48252 0.3619
H 1.86832 -0.55571 -2.10070 0.2143
H 0.11648 -0.55835 -1.82378 0.1983
H -0.08600 1.82570 -0.24523 0.2311



# 2
65
Properties=species:S:1:pos:R:3:nbo_charge:R:1 method="wB97M-V/def2-TZVPD" energy_ev=-73172.114 charge=0 homo_ev=-7.5 lumo_ev=-1.121
Pt -0.06514 0.75941 0.94212 1.1736
Cl -2.13350 2.92607 -2.27065 0.0139
S 1.46460 2.18562 -0.25126 -0.1833
O -1.03184 -0.26082 -2.60908 -0.4679
O 0.46157 2.01474 2.39880 -0.6862
O -1.22853 -1.79344 1.66368 -0.4966
N 2.02957 0.26174 -2.03053 -0.5203
N 1.64355 -0.54006 1.34852 -0.5431
N -1.46212 -0.28333 3.42924 -0.6761
N 3.64901 -0.82215 2.13282 -0.5050
N -0.82101 -0.71234 -0.31583 -0.5871
N 2.04976 2.51584 -2.77915 -0.4818
C -1.06845 -0.41600 2.26346 0.3206
C -1.31091 -2.50075 -1.75953 -0.1300
C -1.01577 -1.03260 -1.70425 0.6871
C 1.85982 1.57816 -1.84594 0.2772
C -4.79804 0.15081 0.06067 -0.2414
C -4.20705 1.24813 -1.98869 -0.2287
C -1.81348 -4.67080 -2.54372 -0.1830
C -1.90773 -5.12605 -1.23199 -0.1926
C 1.80177 2.26224 5.71482 -0.1737
C -1.52025 -3.33851 -2.83078 -0.1557
C -1.71301 -4.26694 -0.15371 -0.1809
C 2.34062 -1.33500 0.46839 -0.0531
C 2.37664 -0.11626 -3.25506 0.0857
C -2.81759 1.55983 -0.01496 -0.0940
C 2.58769 0.77281 -4.29043 -0.3381
C 2.16297 0.63136 3.48348 -0.2421
C 2.88623 0.41906 4.66709 -0.1611
C -3.11464 1.82277 -1.35471 -0.0160
C 2.45613 -0.21980 2.33837 0.4148
C 3.58978 -1.53206 0.95323 -0.0943
C 2.72196 1.21431 5.77639 -0.2678
C 2.41805 2.12050 -3.99352 0.2713
C -1.13318 -1.78320 0.38003 0.6668
C 2.62352 3.19707 -5.01554 -0.6453
C -1.62186 2.12285 0.65891 -0.5362
C -3.70687 0.73255 0.68020 -0.1566
C -1.40934 -2.95550 -0.45530 -0.0614
C -5.04333 0.39926 -1.28456 -0.2154
C 1.21275 1.67278 3.43034 0.4663
C 1.06545 2.47997 4.57618 -0.2796
H 1.67347 3.69231 -5.21972 0.2356
H 2.87340 0.43803 -5.27748 0.2158
H 3.02248 2.79859 -5.94705 0.2080
H -2.14029 -6.16650 -1.04862 0.2244
H 3.30330 3.95248 -4.62258 0.2350
H -1.97491 -5.36754 -3.35566 0.2239
H -3.51308 0.54425 1.72936 0.2111
H 0.34085 3.28087 4.51949 0.2257
H 3.57934 -0.41363 4.71644 0.1949
H 1.91058 -1.67110 -0.45803 0.2355
H 4.46307 -0.68646 2.70512 0.4264
H -1.79295 -4.61149 0.86809 0.2346
H 4.43119 -2.07660 0.56588 0.2240
H -1.82597 -1.14124 3.84338 0.3568
H -5.46423 -0.48825 0.62638 0.2124
H 2.49983 -1.18421 -3.41187 0.1809
H -1.84347 2.42982 1.67999 0.2249
H -5.89648 -0.04692 -1.77901 0.2143
H -1.45955 -2.97350 -3.84712 0.2387
H 1.65361 2.90386 6.57441 0.2130
H 3.28543 1.02162 6.67871 0.2131
H -4.39219 1.47590 -3.02941 0.2271
H -1.19123 2.94746 0.10170 0.2412



# 3
10
Properties=species:S:1:pos:R:3:mulliken_spin:R:1 method="wB97M-V/def2-TZVPD" energy_ev=-30542.940 charge=0 spin_multiplicity=3 homo_ev="-6.7 / -8.4" lumo_ev="0.686 / -3.252" s_squared=2.0101
S 2.43803 -0.65872 -0.12871 1.0240
P -1.01143 0.96880 0.45267 0.0950
P 0.96533 1.48098 -0.02703 0.8774
C -1.10971 -0.75747 0.31177 0.0512
H -1.16511 -1.36681 1.22783 -0.0044
H -2.06620 -0.99302 -0.31204 -0.0003
H -0.30068 -1.04062 -0.44674 -0.0026
H 1.40230 1.68782 1.29610 -0.0091
H -1.46213 1.22139 -0.85529 0.0037
H 2.30959 -0.54236 -1.51858 -0.0350



# 4
14
Properties=species:S:1:pos:R:3:nbo_charge:R:1 method="wB97M-V/def2-TZVPD" energy_ev=-5781.692 charge=0 homo_ev=-7.9 lumo_ev=0.979 smiles="CC(C)=CN"
N -1.29959 0.96911 -1.44532 -0.8821
C -0.10222 -0.11990 0.43363 -0.0653
C 0.61026 -0.13409 1.72755 -0.6650
C -0.43221 1.04922 -0.24573 -0.0109
C 0.22674 -1.28769 -0.58951 -0.6404
H -1.72691 1.92688 -1.68947 0.3775
H 1.79825 -0.26983 1.83201 0.2066
H -0.03762 2.11417 -0.04491 0.1994
H 0.52593 0.76911 2.39179 0.2259
H 0.48469 -2.23722 -0.03387 0.2162
H -0.60395 -1.34829 -1.38084 0.2245
H -0.98024 0.48720 -2.32192 0.3782
H 1.12891 -0.90553 -1.04824 0.2114
H 0.40796 -1.01315 2.41483 0.2240